Entry from OMol25: a structure of composition C18H37F15N3O21S5 at a distorted geometry (ωB97M-V/def2-TZVPD).

## Properties
Calculated total energy   -5941.4095 Ha
Charge   -3
HOMO energy   -3.49 eV
LUMO energy   3.17 eV

Element x y z (Å)
O  -4.08  0.45  -0.11
C  8.82  2.14  -0.38
C  -2.39  1.13  -1.84
O  6.92  0.46  0.77
N  0.62  -5.04  1.56
C  -1.69  -1.80  0.37
H  2.99  -1.56  1.14
H  -0.71  -5.69  -1.43
C  -2.68  8.96  4.56
O  -0.39  10.17  5.06
H  1.72  -0.34  -1.60
O  6.59  2.90  0.76
O  3.12  0.32  2.85
O  -1.17  -3.17  0.50
C  0.70  -3.57  -4.34
C  -0.41  -5.88  -0.37
H  -2.40  0.00  -3.53
O  -6.62  -0.90  -2.40
F  -7.96  -0.94  0.05
O  1.95  -1.13  4.47
O  2.38  1.51  -1.17
S  7.48  1.79  1.02
H  0.60  2.64  -0.67
H  -3.14  2.83  -0.56
H  0.40  1.28  -1.93
S  -1.62  10.44  4.12
H  -5.87  0.81  0.72
H  -1.56  0.69  -1.35
O  3.50  -8.36  1.67
C  0.53  -4.79  0.07
H  -1.79  -1.33  -0.58
F  -2.54  8.71  5.86
O  -2.45  11.54  4.57
H  1.57  -4.88  -0.24
H  -5.81  1.50  -0.87
C  3.57  -0.29  -0.52
C  2.60  -7.63  1.32
C  1.06  2.06  -1.52
C  3.67  -1.57  0.29
C  -3.64  0.38  -1.47
O  -1.11  10.42  2.80
H  0.81  -2.64  -0.07
F  0.99  -3.97  -3.10
H  1.17  -6.25  1.68
O  -7.80  1.22  -2.35
O  0.63  -1.25  -3.27
F  -0.52  -3.98  -4.51
H  -1.08  -1.15  1.06
F  0.59  1.72  2.62
O  1.48  -7.39  1.99
F  -9.71  0.31  -0.61
O  -8.68  -0.74  -3.64
H  -0.50  10.30  6.03
F  -2.32  7.81  3.82
F  1.48  -4.28  -5.19
H  5.27  0.85  0.39
C  2.17  0.15  -0.72
C  -5.20  1.31  0.02
H  -4.35  0.82  -2.21
F  -3.91  9.39  4.49
C  0.78  1.01  3.73
H  -0.37  -5.04  1.93
N  4.26  0.89  0.24
F  9.00  3.47  -0.41
O  2.80  -6.76  0.32
F  1.26  1.76  4.75
N  -2.17  0.93  -3.32
H  3.37  -2.44  -0.30
H  -1.14  1.09  -3.52
H  -3.14  2.93  -2.40
H  1.74  0.08  0.24
C  -0.01  -3.36  -0.25
C  -8.86  -0.69  -0.94
H  1.25  2.75  -2.34
H  -3.57  -0.70  -1.77
S  0.91  -1.65  -4.63
S  -7.87  -0.22  -2.57
O  2.27  -1.47  -5.15
O  -0.21  -1.38  -5.58
H  0.18  -6.80  -0.48
H  1.30  -4.35  1.98
O  1.16  -0.97  2.16
F  -9.65  -1.74  -1.01
H  3.72  -6.78  0.01
F  8.43  1.71  -1.60
H  -0.20  -3.36  -1.32
H  -1.27  -5.93  0.21
F  9.95  1.58  -0.10
H  -1.74  3.22  -1.62
F  -0.38  0.55  4.18
H  -2.69  -1.88  0.72
O  8.35  1.83  2.21
H  4.11  -0.25  -1.47
H  3.94  0.94  1.24
S  1.92  -0.41  3.23
C  -2.59  2.61  -1.50
H  -4.98  2.30  0.46
H  4.67  -1.76  0.71
H  4.17  1.83  -0.11

Quick look at the Löwdin charges, all values in e: atom 1 (O): -0.1599, atom 2 (C): -0.6668, atom 3 (C): -0.4427, atom 4 (O): -0.3490, atom 5 (N): 0.0834, atom 6 (C): -0.0287, atom 7 (H): 0.0359, atom 8 (H): 0.0932, atom 9 (C): -0.5935, atom 10 (O): -0.1322, atom 11 (H): 0.1180, atom 12 (O): -0.3285, atom 13 (O): -0.3255, atom 14 (O): -0.1685, atom 15 (C): -0.6694, atom 16 (C): -0.0437, atom 17 (H): 0.0412, atom 18 (O): -0.3249, atom 19 (F): 0.0830, atom 20 (O): -0.3040, atom 21 (O): -0.2075, atom 22 (S): 0.5167, atom 23 (H): 0.1020, atom 24 (H): 0.0793, atom 25 (H): 0.0554, atom 26 (S): 0.6716, atom 27 (H): 0.0745, atom 28 (H): 0.0868, atom 29 (O): 0.0377, atom 30 (C): -0.3459, atom 31 (H): 0.0558, atom 32 (F): 0.1251, atom 33 (O): -0.2636, atom 34 (H): 0.1197, atom 35 (H): 0.0718, atom 36 (C): -0.2519, atom 37 (C): -0.7278, atom 38 (C): -0.0590, atom 39 (C): -0.0285, atom 40 (C): -0.2251, atom 41 (O): -0.2156, atom 42 (H): 0.1179, atom 43 (F): 0.0887, atom 44 (H): 0.0677, atom 45 (O): -0.3610, atom 46 (O): -0.3567, atom 47 (F): 0.1509, atom 48 (H): 0.0976, atom 49 (F): 0.1060, atom 50 (O): -0.0067, atom 51 (F): 0.0707, atom 52 (O): -0.3452, atom 53 (H): 0.1351, atom 54 (F): 0.1037, atom 55 (F): 0.0801, atom 56 (H): 0.0530, atom 57 (C): -0.1726, atom 58 (C): -0.1285, atom 59 (H): 0.1275, atom 60 (F): 0.1694, atom 61 (C): -0.6610, atom 62 (H): 0.1443, atom 63 (N): 0.1970, atom 64 (F): 0.0925, atom 65 (O): 0.0791, atom 66 (F): 0.0972, atom 67 (N): 0.0620, atom 68 (H): 0.0838, atom 69 (H): 0.0818, atom 70 (H): 0.0833, atom 71 (H): 0.0938, atom 72 (C): -0.2147, atom 73 (C): -0.6320, atom 74 (H): 0.0809, atom 75 (H): 0.1346, atom 76 (S): 0.5053, atom 77 (S): 0.4445, atom 78 (O): -0.3458, atom 79 (O): -0.3698, atom 80 (H): 0.0850, atom 81 (H): 0.1532, atom 82 (O): -0.3217, atom 83 (F): 0.1106, atom 84 (H): 0.1330, atom 85 (F): 0.1008, atom 86 (H): 0.1007, atom 87 (H): 0.0612, atom 88 (F): 0.1486, atom 89 (H): 0.0320, atom 90 (F): 0.1269, atom 91 (H): 0.0720, atom 92 (O): -0.3449, atom 93 (H): 0.1554, atom 94 (H): 0.1276, atom 95 (S): 0.4609, atom 96 (C): -0.0423, atom 97 (H): 0.0723, atom 98 (H): 0.0896, atom 99 (H): 0.1363